(1)
C6H12O in the gas phase, computed with ωB97M-V/def2-TZVPD.

Values from the calculation:
Energy relative to the best compared isomer or geometry (same formula, charge and spin) ... 154.1 kJ/mol
Frontier orbital gap ... 0.381 hartree
Largest force on an atom ... 2.81 eV/Å
Spin multiplicity ... 1

Each line ends with the Mulliken charge.
Geometry (Å):
O (0.32089, -1.33423, 1.39624)  -0.522
C (0.10377, 1.14129, 0.60036)  -0.994
C (1.43457, -0.08006, -0.99564)  -0.663
C (-0.38205, -0.56517, 0.45936)  1.036
C (-1.89739, -0.59370, 0.61160)  -1.217
C (0.14485, -0.88667, -0.92692)  -1.059
C (1.01089, 1.33702, -0.61654)  -0.524
H (1.86865, 1.99425, -0.43406)  0.310
H (-2.28970, -0.97325, 1.56640)  0.279
H (0.28816, -1.96280, -1.08343)  0.362
H (2.11622, -0.46907, -0.22861)  0.275
H (0.44533, 1.77674, -1.45195)  0.274
H (-0.23135, -1.44759, 2.17852)  0.404
H (-0.63318, 1.99212, 0.62740)  0.390
H (0.64598, 1.23761, 1.54702)  0.267
H (1.92261, -0.14172, -1.96684)  0.386
H (-0.57798, -0.53041, -1.67497)  0.356
H (-1.79457, 0.48614, 0.61945)  0.383
H (-2.49570, -0.98051, -0.22740)  0.257



(2)
A 2-piece molecular cluster, C6H10O overall, computed with ωB97M-V/def2-TZVPD.

Values from the calculation:
Energy relative to the best compared isomer or geometry (same formula, charge and spin) ... 392.9 kJ/mol
Frontier orbital gap ... 0.291 hartree
Largest force on an atom ... 3.40 eV/Å
Spin multiplicity ... 1

Each line ends with the Mulliken charge.
Geometry (Å):
O (0.42718, 2.58734, 1.73831)  -0.657
C (1.47212, -0.83566, 0.61284)  -0.961
C (-2.25491, -0.94617, 0.12782)  -0.775
C (-1.02149, -0.97152, 0.76113)  -0.358
C (0.28155, -0.58550, 0.04267)  0.700
C (0.88541, -0.04956, -2.36473)  -0.677
C (0.09631, 0.04960, -1.31388)  -0.325
H (0.77437, 2.25289, 0.89550)  0.325
H (0.46422, 0.02697, -3.40372)  0.228
H (-0.86238, 0.47842, -1.38214)  0.487
H (1.96805, -0.18374, -2.23795)  0.211
H (-1.02426, -1.30929, 1.82311)  0.322
H (-3.02980, -0.27178, 0.60736)  0.233
H (1.75793, -1.16238, 1.55434)  0.334
H (-0.11553, 1.73331, 1.95735)  0.334
H (-2.44656, -1.31845, -0.90127)  0.371
H (2.34254, -0.91192, -0.01423)  0.209



(3)
A 9-piece molecular cluster, C3H25NO8S2 overall, computed with ωB97M-V/def2-TZVPD.

Values from the calculation:
Energy relative to the best compared isomer or geometry (same formula, charge and spin) ... 368.1 kJ/mol
Frontier orbital gap ... 0.321 hartree
Largest force on an atom ... 5.23 eV/Å
Spin multiplicity ... 1

Each line ends with the Mulliken charge.
Geometry (Å):
S (0.79680, 0.36937, -3.52504)  -0.178
S (-0.64249, -0.10852, -2.28176)  -0.067
O (-0.47930, -3.75406, 0.89175)  -0.586
O (3.03495, 2.60502, 1.05331)  -0.626
O (-1.96006, 1.89885, 3.46911)  -0.705
O (2.47469, -3.04735, -1.24124)  -0.649
O (-1.62317, 3.05684, 1.07335)  -0.674
O (3.20523, -0.61676, -2.00368)  -0.651
O (-2.34929, -1.21610, 3.50272)  -0.644
O (-3.36161, 0.78554, -0.54571)  -0.592
N (0.83301, 0.05658, 1.42312)  -0.054
C (-0.22700, 0.64448, -0.76679)  -0.749
C (0.67052, -0.52195, 2.77536)  -0.549
C (-0.39943, -0.13782, 0.56845)  0.159
H (-2.32121, 2.62400, 0.39167)  0.366
H (1.73148, -0.30528, 0.91810)  0.244
H (-0.83946, 3.12771, 0.50180)  0.361
H (-0.38636, -1.13229, 0.30431)  0.221
H (2.30647, 2.21462, 1.54810)  0.308
H (1.72778, -0.53381, -3.41386)  0.125
H (-0.77318, 1.67174, -0.74532)  -0.022
H (-1.92226, 2.35180, 2.60755)  0.439
H (2.69051, -1.42915, -1.71081)  0.421
H (-1.34237, 0.23847, 1.06770)  0.087
H (-3.72847, 1.26842, -1.27731)  0.304
H (1.58856, -0.31728, 3.53521)  0.269
H (4.09556, -0.44037, -1.69338)  0.244
H (0.86306, 1.11930, -0.80118)  0.313
H (-1.95610, -0.36479, 3.46651)  0.364
H (-0.95960, -3.03112, 1.39693)  0.271
H (2.34872, -3.90390, -1.80807)  0.334
H (-1.29105, -4.29161, 0.83227)  0.322
H (-1.00249, 1.78147, 3.47792)  0.303
H (1.69458, -3.20388, -0.78266)  0.275
H (0.34543, -1.60182, 2.78984)  0.203
H (3.76918, 2.08824, 1.12820)  0.280
H (-3.80828, 1.14553, 0.24976)  0.297
H (-0.15355, 0.06767, 3.30705)  -0.071
H (-2.77295, -1.31738, 2.59784)  0.305



(4)
A 8-piece molecular cluster, C37H82BN9O17P2S2 overall, computed with ωB97M-V/def2-TZVPD.

Values from the calculation:
Frontier orbital gap ... 0.324 hartree
Largest force on an atom ... 1.43 eV/Å
Spin multiplicity ... 1

Each line ends with the Mulliken charge.
Geometry (Å):
S (4.12832, -3.91775, -0.72947)  -0.413
S (2.11851, 3.06540, 1.05745)  -0.204
P (3.33898, -6.77085, 3.22045)  0.881
P (4.84344, -2.65611, 0.58261)  0.458
O (-4.07729, 7.70474, 2.18827)  -0.673
O (1.50582, -0.59760, 1.77666)  0.909
O (-0.09561, 1.62780, 4.25507)  -0.658
O (-0.16764, 3.92458, 2.26793)  -0.248
O (1.73374, 3.09077, -3.75843)  -0.601
O (-0.74136, 0.82967, 2.15273)  -0.477
O (-5.43000, 5.29961, -1.72149)  -0.665
O (-10.50229, 5.39403, -2.00814)  -0.675
O (4.36276, -7.89758, 2.75829)  -0.477
O (5.94601, -3.87545, 5.81915)  -0.491
O (2.84526, -3.03860, 2.37038)  -0.302
O (-6.69060, 2.33358, -4.59790)  -0.635
O (3.09106, -6.75808, 4.65963)  -0.660
O (1.96619, -7.06325, 2.43310)  -0.572
O (7.64798, -2.57545, -1.42876)  -0.610
O (6.12601, -6.87799, 0.46849)  -0.668
O (5.05651, -4.48923, 4.87074)  -0.084
N (-1.59272, 3.85241, 0.59111)  -0.346
N (7.20173, -1.75105, -3.47169)  -0.376
N (0.19945, 3.72876, -5.27729)  -0.399
N (7.62073, -5.28630, -0.00728)  -0.107
N (-12.69598, 5.24259, -1.54855)  -0.405
N (-7.61445, 5.19045, -1.17348)  -0.265
N (-4.96133, 8.35773, 0.22313)  -0.347
N (-4.67899, 1.80468, -3.73738)  -0.237
N (-0.34228, 3.44094, 0.12636)  -0.007
C (2.61354, 2.67258, 2.75769)  -1.386
C (-6.52776, 0.25566, -3.42075)  -0.872
C (0.22683, 4.82679, -3.09916)  -0.625
C (0.79776, 3.80866, -4.05462)  0.629
C (8.37424, -3.87556, -3.30288)  -0.994
C (2.55414, -1.14223, 1.00336)  -0.391
C (0.44446, 3.49589, 1.14490)  0.146
C (3.57349, -2.00086, 1.78395)  -0.398
C (3.08226, -0.44491, -1.46442)  -0.861
C (7.71771, -2.68815, -2.64102)  0.773
C (1.65255, 0.20056, 2.94829)  0.192
C (0.64898, -1.83096, 4.20426)  -1.275
C (1.70575, -0.71774, 4.20670)  -0.682
C (-3.26767, -4.05453, 2.91153)  -1.368
C (-0.15223, -0.32120, -2.44632)  -0.464
C (-12.00184, 5.52732, -3.86466)  -0.879
C (1.17926, -0.08448, -3.15269)  -1.422
C (-1.42972, -2.13051, -1.11272)  -1.473
C (-1.42958, 4.11276, 1.83804)  -0.021
C (-4.17536, 7.54750, 0.98283)  0.404
C (-3.45549, 6.45597, 0.23760)  -0.378
C (2.85614, 1.17237, 3.00584)  -1.361
C (-2.23039, -1.63946, 0.11053)  -0.648
C (-1.99160, -2.51084, 1.34784)  0.504
C (2.21254, 0.60044, -2.23841)  -0.046
C (7.26077, -6.44017, 0.60450)  0.787
C (-6.60604, 5.32292, -2.06132)  0.617
C (-7.01032, 5.48142, -3.50478)  -0.630
C (8.31706, -7.12150, 1.44029)  -1.084
C (-11.65461, 5.38414, -2.40375)  0.597
C (-2.91168, -3.72945, 1.46211)  -0.330
C (-5.99062, 1.55276, -3.97806)  0.725
C (3.18019, -0.10847, 0.03637)  0.173
C (-0.11734, -1.35587, -1.32071)  1.711
C (3.43962, -3.98977, 3.23575)  0.148
C (3.95610, -5.23367, 2.48043)  -0.885
C (4.48398, -3.40465, 4.18317)  -0.443
B (0.22650, 0.93144, 3.11931)  1.012
H (6.92683, -4.80355, -0.56278)  -0.024
H (0.05049, -1.83562, 3.29929)  -0.029
H (-5.46298, 9.09782, 0.68204)  0.232
H (0.64432, 1.73096, 4.85834)  0.344
H (-7.34203, 0.48146, -2.73503)  0.237
H (0.55746, 3.05688, -5.93383)  0.226
H (-4.29832, 2.67279, -4.07250)  0.177
H (-3.29269, -1.70032, -0.12885)  0.433
H (1.63818, 1.21315, -1.54760)  -0.244
H (-3.90000, -4.94059, 2.96118)  0.436
H (4.09038, -1.35118, 2.49966)  0.567
H (-12.49242, 5.14494, -0.56854)  0.225
H (-5.76923, -0.31892, -2.89083)  0.249
H (4.59248, -7.78829, 1.81742)  0.379
H (6.21453, -4.65602, 6.31829)  0.329
H (8.53608, -4.88631, 0.07735)  0.148
H (-3.66693, 6.46870, -0.82488)  0.215
H (-5.06525, 8.22915, -0.76576)  0.215
H (-2.37220, -4.27089, 3.49285)  0.245
H (-0.52801, 0.64156, -2.09306)  0.157
H (7.85954, -4.78159, -2.98674)  0.233
H (-6.57022, 4.65696, -4.06318)  0.109
H (-13.65101, 5.23148, -1.85148)  0.184
H (1.13100, -2.80007, 4.28640)  0.179
H (0.11792, -0.84716, -0.38358)  -1.338
H (2.56702, 0.77237, 0.17623)  -1.815
H (-2.03634, -2.13823, -2.01749)  0.454
H (0.99816, 0.56557, -4.01047)  0.265
H (-7.37404, 5.07869, -0.20358)  0.183
H (-0.10703, 4.31848, -2.19514)  -0.018
H (0.67450, -2.08257, -1.49889)  0.345
H (4.00753, -2.74333, 4.90946)  0.326
H (1.94481, -6.67565, 1.55090)  0.371
H (8.34684, -3.81793, -4.38979)  0.381
H (-0.57159, 4.30967, -5.54514)  0.181
H (-6.91648, -0.34439, -4.24131)  0.269
H (7.95894, -7.20415, 2.46417)  0.269
H (3.49584, -5.19262, 1.49164)  0.137
H (2.71423, -1.11607, 4.30738)  0.216
H (-2.38407, 6.57612, 0.38932)  0.274
H (-8.09082, 5.46342, -3.64026)  0.184
H (1.96694, 3.14604, 3.49068)  0.457
H (-4.08842, 1.18390, -3.21681)  0.099
H (-13.07531, 5.49726, -4.04494)  0.357
H (2.05697, -1.87765, 0.37063)  0.236
H (-11.52747, 4.71878, -4.41762)  0.238
H (5.51108, -1.57254, 0.00458)  0.194
H (-3.76470, 5.49278, 0.63092)  0.085
H (0.01248, -1.74257, 5.08290)  0.345
H (7.24128, -1.82678, -4.47001)  0.172
H (-1.59389, 0.63657, 2.55834)  0.154
H (4.18595, 0.18065, 0.35016)  0.961
H (2.66924, -1.43218, -1.62277)  0.422
H (-0.87157, -0.66532, -3.19657)  0.403
H (1.58743, -1.01363, -3.55761)  0.454
H (3.28378, 1.10007, 4.01032)  0.692
H (-0.95210, -2.83933, 1.40458)  -0.297
H (-6.61847, 6.42471, -3.88426)  0.257
H (1.01278, 5.52915, -2.82695)  0.267
H (2.62640, -4.33950, 3.87089)  0.538
H (9.26165, -6.57954, 1.43815)  0.359
H (5.03824, -5.25417, 2.39112)  0.382
H (-1.95584, -0.61411, 0.35240)  0.153
H (3.67287, 0.88008, 2.34956)  0.354
H (8.48304, -8.12271, 1.04661)  0.286
H (-8.58344, 5.19868, -1.44869)  0.291
H (-1.16415, -3.17154, -0.91689)  0.457
H (1.55695, -0.09690, 5.09082)  0.951
H (-2.41676, -4.61414, 1.05772)  0.280
H (-3.81271, -3.23625, 3.37995)  0.342
H (2.88562, 1.19523, -2.84042)  0.677
H (-0.60918, 5.38164, -3.52553)  0.376
H (3.57066, 3.18127, 2.87086)  0.700
H (-2.22837, 4.44280, 2.47710)  0.525
H (5.28540, -2.85396, 3.67879)  0.229
H (5.85423, -3.28341, 1.32710)  0.210
H (-11.60931, 6.47559, -4.22658)  0.242
H (9.41214, -3.92865, -2.97898)  0.264
H (-3.83731, -3.59373, 0.90221)  0.322
H (-2.16101, -1.89568, 2.23703)  0.133
H (4.07748, -0.42958, -1.90984)  0.180
H (6.74834, -0.95272, -3.06091)  0.203



no.,total energy (hartree)
1,-311.000588
2,-309.692739
3,-1582.229432
4,-4735.062793